[1]
# C37H32NP2Tl

C37H32NP2Tl as an isolated structure (wB97M-V/def2-TZVPD, the Open Molecules 2025 dataset).

## Properties
Max |F|   5.02 eV/Å
Total energy   -2338.3037 a.u.
Net charge   +2
Spin multiplicity   1
HOMO-LUMO gap (spin up / spin down)   0.228 / 0.228 Ha
M   757.0 Da

Atoms and positions in Å:
C: 0.56474 -1.74737 -2.25630
C: -0.45275 -2.21911 -1.39482
C: -1.78956 -2.13577 -1.77521
C: -2.12256 -1.65151 -3.02156
C: -1.11090 -1.21026 -3.91706
C: 0.22040 -1.27122 -3.50140
P: -0.01087 -2.47750 0.31505
C: -1.33310 -3.54526 1.04217
C: -2.31502 -3.01676 1.90062
C: -3.36833 -3.84125 2.33335
C: -3.43101 -5.16467 1.94331
C: -2.44919 -5.71374 1.12613
C: -1.37938 -4.90950 0.67599
Tl: 0.27044 0.00433 1.62488
P: 0.32076 2.51368 0.38305
C: -1.09138 2.36212 -0.72556
C: -1.02461 2.63477 -2.07750
C: -2.08719 2.36547 -2.90909
C: -3.27305 1.75404 -2.39500
C: -3.33236 1.44124 -1.03509
C: -2.27072 1.76462 -0.18282
C: -0.05987 3.79893 1.60949
C: 0.78797 3.99529 2.71344
C: 0.47256 4.89302 3.73391
C: -0.70642 5.67744 3.64653
C: -1.51814 5.53967 2.51905
C: -1.20698 4.63404 1.50426
C: 1.89343 2.92080 -0.43975
C: 3.00258 2.06443 -0.21064
C: 4.14769 2.20464 -0.96082
C: 4.26108 3.26996 -1.87344
C: 3.18691 4.15946 -2.01914
C: 2.00990 3.98923 -1.31488
C: 1.52555 -3.37297 0.46313
C: 2.05876 -4.09680 -0.61108
C: 3.34328 -4.62456 -0.54130
C: 4.12634 -4.45435 0.61930
C: 3.56725 -3.77423 1.71978
C: 2.27894 -3.26132 1.65145
H: 1.69503 3.40501 2.79768
H: 1.10569 4.99837 4.60227
H: -0.96152 6.37342 4.44655
H: -2.43620 6.16081 2.44506
H: -1.86724 4.55246 0.63608
H: -0.12927 3.07656 -2.48258
H: -2.05448 2.57696 -3.94376
H: -4.09789 1.51740 -3.03551
H: -4.21222 0.93570 -0.61417
H: -2.33564 1.52013 0.89363
H: 2.91245 1.24928 0.51297
H: 4.96748 1.51006 -0.83327
H: 5.16464 3.38651 -2.43861
H: 3.27992 4.98544 -2.71242
H: 1.17556 4.69437 -1.43417
H: 1.47506 -4.24681 -1.51975
H: 3.76808 -5.16300 -1.39048
H: 5.14116 -4.84015 0.66610
H: 4.16994 -3.65105 2.62814
H: 1.85338 -2.73894 2.51577
H: -2.24312 -1.97668 2.21667
H: -4.12704 -3.41192 2.97505
H: -4.26077 -5.79553 2.28134
H: -2.48492 -6.74736 0.82437
H: -0.59981 -5.33846 0.04248
H: -2.57656 -2.46106 -1.08263
H: -3.16068 -1.58626 -3.32910
H: -1.38253 -0.82234 -4.88969
H: 1.01103 -0.92403 -4.19162
H: 1.60856 -1.71928 -1.91928
H: 0.99640 1.07645 0.33040
H: 0.51421 -1.12882 0.18871
N: -2.19369 0.62321 3.64118
C: -1.42022 0.41049 2.81016



[2]
# C37H32O2PRhSi

C37H32O2PRhSi as an isolated structure (wB97M-V/def2-TZVPD, the Open Molecules 2025 dataset).

## Properties
Max |F|   1.11 eV/Å
Total energy   -2321.0192 a.u.
Spin multiplicity   1
HOMO-LUMO gap   0.285 Ha
M   670.6 Da

Atoms and positions in Å:
Rh: -0.11419 0.52613 -1.85063
C: -0.44784 -4.69830 -5.25467
C: -0.67477 -5.10082 -3.94664
C: -0.63468 -4.17336 -2.91631
C: -0.35273 -2.84129 -3.20496
C: -0.13713 -2.43330 -4.51753
C: -0.18119 -3.36593 -5.54041
P: -0.14339 -1.66150 -1.86340
C: -0.95861 -2.27781 -0.37903
C: -2.34691 -2.38891 -0.35234
C: -2.98786 -2.76899 0.81547
C: -2.24509 -3.03453 1.95721
C: -0.86253 -2.91832 1.93341
C: -0.21588 -2.53646 0.76875
C: 1.63222 -1.54698 -1.58544
C: 2.71529 -2.38527 -1.37007
C: 3.96011 -1.78750 -1.25655
C: 4.08776 -0.40641 -1.37611
C: 2.99136 0.41535 -1.60593
C: 1.73645 -0.18166 -1.72216
H: -0.48434 -5.42428 -6.05609
H: -0.88750 -6.13841 -3.72595
H: -0.81778 -4.48244 -1.89471
H: 0.06757 -1.39137 -4.73311
H: -0.01132 -3.05190 -6.56147
H: -2.93151 -2.16110 -1.23660
H: -4.06695 -2.84321 0.83794
H: -2.74754 -3.31923 2.87270
H: -0.28249 -3.10594 2.82783
H: 0.85769 -2.40893 0.76238
H: 2.60052 -3.46015 -1.29336
H: 4.83949 -2.39261 -1.08053
H: 5.07185 0.03696 -1.28278
H: 3.12805 1.48620 -1.68681
O: 0.27530 0.46970 0.09849
Si: 0.03398 1.45909 1.33411
C: 1.23106 0.91544 2.67478
C: 1.10569 1.28444 4.01390
C: 2.03775 0.88246 4.96065
C: 3.11794 0.09912 4.57898
C: 3.26034 -0.27905 3.25122
C: 2.32494 0.12705 2.30961
C: -1.72341 1.37145 1.99526
C: -2.06483 0.47873 3.01273
C: -3.37955 0.33600 3.43355
C: -4.38262 1.08654 2.83751
C: -4.06564 1.97788 1.82203
C: -2.74813 2.11756 1.41039
C: 0.34548 3.22788 0.77356
C: 0.06016 4.32880 1.58521
C: 0.30521 5.62345 1.15355
C: 0.84293 5.84598 -0.10801
C: 1.13693 4.76942 -0.93017
C: 0.89204 3.47771 -0.48235
H: 0.26147 1.88836 4.33062
H: 1.92123 1.17789 5.99575
H: 3.84627 -0.21629 5.31545
H: 4.10185 -0.89041 2.94842
H: 2.43517 -0.17215 1.27279
H: -1.29138 -0.11868 3.48205
H: -3.62209 -0.35997 4.22744
H: -5.40917 0.97918 3.16481
H: -4.84513 2.56466 1.35261
H: -2.51617 2.81844 0.61512
H: -0.37318 4.17447 2.56787
H: 0.07388 6.46232 1.79803
H: 1.03235 6.85636 -0.44716
H: 1.55959 4.93276 -1.91401
H: 1.15725 2.64154 -1.12826
C: -1.20267 2.41007 -3.57510
O: -1.52692 1.14907 -3.05755
H: -1.09869 2.37435 -4.66508
H: -0.26694 2.82753 -3.16072
H: -1.99839 3.12310 -3.33015



[3]
# C37H33AsF6HgN6O13

C37H33AsF6HgN6O13 as an isolated structure (wB97M-V/def2-TZVPD, the Open Molecules 2025 dataset).

## Properties
Max |F|   2.25 eV/Å
Total energy   -5724.2387 a.u.
Spin multiplicity   1
HOMO-LUMO gap   0.244 Ha
M   1159.2 Da

Atoms and positions in Å:
Hg: 0.18637 -0.27304 -0.24943
As: 3.17742 0.62232 2.36725
F: 4.20721 -0.38297 1.35116
F: 1.87724 0.60884 1.11448
F: 2.18895 1.67836 3.33331
F: 4.42252 0.59209 3.59124
F: 3.94304 2.03762 1.68888
F: 2.47900 -0.87021 3.02448
C: -0.04364 -3.08938 -2.46627
O: -0.01196 -1.92041 -1.75019
H: 0.83050 -3.21322 -3.13737
H: -0.12710 -3.98431 -1.83605
H: -0.78645 -3.05762 -3.28462
C: 3.68012 -6.31591 2.16518
C: 2.37927 -6.70897 1.94931
C: 1.38315 -5.75318 1.69428
C: 1.77483 -4.41433 1.61345
C: 3.11311 -4.04287 1.65770
C: 4.06742 -5.01172 1.93720
N: 0.73959 -3.40581 1.32851
O: 1.08088 -2.26244 1.10695
O: -0.41403 -3.78679 1.28954
H: 4.40657 -7.10254 2.33069
H: 2.06844 -7.74409 1.97191
H: 0.35788 -6.08731 1.67470
H: 3.43795 -3.02576 1.48012
H: 5.10925 -4.74901 1.81617
C: -5.04388 -4.48622 -2.07656
C: -3.83157 -4.39434 -1.40042
C: -3.26111 -3.16456 -1.04679
C: -3.98125 -2.03765 -1.42360
C: -5.15702 -2.10300 -2.17243
C: -5.71080 -3.33118 -2.45793
N: -3.47751 -0.73125 -1.04488
O: -4.07926 0.24665 -1.47374
O: -2.49865 -0.62405 -0.34428
H: -5.45596 -5.47852 -2.19809
H: -3.31805 -5.29696 -1.09719
H: -2.36426 -3.06292 -0.45115
H: -5.53368 -1.17421 -2.57239
H: -6.60992 -3.46277 -3.04497
C: 3.94623 -0.27707 -6.01643
C: 2.63727 -0.12906 -5.62342
C: 2.34869 0.05373 -4.26478
C: 3.38465 0.17668 -3.35571
C: 4.71480 -0.07421 -3.76172
C: 4.99277 -0.34972 -5.07668
N: 3.13505 0.64141 -2.00962
O: 4.04657 0.99645 -1.31791
O: 1.95947 0.66684 -1.64330
H: 4.18052 -0.32724 -7.07235
H: 1.86735 -0.23166 -6.37431
H: 1.30100 0.08108 -3.99522
H: 5.51530 0.05022 -3.04550
H: 5.98985 -0.55568 -5.43679
C: -1.60221 5.45856 -3.77928
C: -0.45293 4.87575 -3.26121
C: -0.45306 3.55620 -2.83963
C: -1.50722 2.72407 -3.25244
C: -2.54064 3.29052 -3.99277
C: -2.59848 4.63063 -4.27692
N: -1.53594 1.31825 -2.93225
O: -0.79400 0.94976 -2.03077
O: -2.11767 0.51554 -3.63023
H: -1.63641 6.52694 -3.94768
H: 0.37418 5.50452 -2.95818
H: 0.45035 3.20862 -2.35615
H: -3.41178 2.70876 -4.27004
H: -3.41997 5.10929 -4.79120
C: -0.65388 0.63929 6.94876
C: -1.74589 1.25591 6.38180
C: -1.94131 1.16446 5.02269
C: -1.10369 0.42504 4.23232
C: -0.04731 -0.27066 4.82274
C: 0.15193 -0.20746 6.19386
N: -1.40143 0.32080 2.81013
O: -2.42040 0.80594 2.38443
O: -0.59750 -0.27840 2.11553
H: -0.49562 0.72351 8.01702
H: -2.31217 1.93490 7.00508
H: -2.77755 1.71667 4.61314
H: 0.60174 -0.93022 4.26076
H: 0.99396 -0.66685 6.69076
C: -0.23085 5.75370 3.53850
C: -1.51688 5.78402 3.01255
C: -1.87642 4.87614 2.02937
C: -0.98280 3.89691 1.63259
C: 0.32513 3.90729 2.07104
C: 0.69347 4.83004 3.04157
N: -1.38276 2.88238 0.64493
O: -2.45791 2.97143 0.10028
O: -0.55783 2.02609 0.38400
H: 0.07388 6.56927 4.18080
H: -2.18151 6.59247 3.28351
H: -2.90289 4.92794 1.69274
H: 1.08512 3.20054 1.76726
H: 1.68306 4.81334 3.47614



[4]
# C37H33BrInN4O5PS2

C37H33BrInN4O5PS2 as an isolated structure (wB97M-V/def2-TZVPD, the Open Molecules 2025 dataset).

## Properties
Max |F|   1.17 eV/Å
Total energy   -5927.0841 a.u.
Net charge   -2
Spin multiplicity   1
HOMO-LUMO gap   0.210 Ha
M   903.5 Da

Atoms and positions in Å:
In: 0.61765 0.71944 -0.45886
N: -0.93731 3.21276 1.89857
P: -0.38939 1.59864 2.18596
C: 0.84103 2.04917 3.51636
C: 2.17413 1.75269 3.23811
C: 3.16195 1.97958 4.18680
C: 2.82484 2.51153 5.42345
C: 1.50249 2.83057 5.70363
C: 0.51623 2.59917 4.75558
C: -1.69834 1.00155 3.31892
C: -1.40566 -0.11558 4.10078
C: -2.38679 -0.70978 4.87698
C: -3.67745 -0.19621 4.87384
C: -3.97409 0.91229 4.09646
C: -2.99212 1.50613 3.31618
C: -1.03619 3.79488 0.64743
C: -1.12322 5.19032 0.52130
C: -1.30297 5.73227 -0.73392
C: -1.41089 4.88951 -1.83332
C: -1.28657 3.52912 -1.61633
N: -1.09229 2.99888 -0.41617
H: -0.75783 3.86612 2.64444
H: 2.42377 1.34593 2.26395
H: 4.19224 1.73338 3.96033
H: 3.59113 2.67345 6.17348
H: 1.24142 3.25339 6.66795
H: -0.51948 2.83330 4.98392
H: -0.40112 -0.52662 4.07318
H: -2.15297 -1.58424 5.47343
H: -4.45437 -0.67670 5.45763
H: -4.98583 1.29866 4.07246
H: -3.23666 2.33980 2.67350
H: -1.03139 5.82253 1.39668
H: -1.35238 6.80767 -0.86064
H: -1.56951 5.28114 -2.82871
H: -1.33312 2.81535 -2.43356
C: 2.05022 0.94164 -3.71721
C: 2.56025 -0.35754 -3.18673
C: 3.43779 -1.13842 -3.97461
C: 4.03838 -2.23394 -3.43327
C: 3.81147 -2.56366 -2.08151
C: 4.52461 -3.59314 -1.43768
C: 4.28720 -3.84305 -0.11204
C: 3.31867 -3.11606 0.58437
C: 2.57893 -2.09917 -0.00581
S: 1.40505 -1.27440 0.96025
C: 2.85141 -1.78381 -1.37794
N: 2.24412 -0.72197 -1.95866
H: 2.31146 1.06881 -4.76852
H: 2.48948 1.74393 -3.11568
H: 0.97394 1.03078 -3.58842
H: 3.62654 -0.84589 -4.99951
H: 4.71996 -2.84641 -4.01439
H: 5.26614 -4.14934 -1.99985
H: 4.86135 -4.60318 0.40600
H: 3.14142 -3.31925 1.63299
C: -4.01702 -1.79074 -1.30613
C: -3.00354 -1.67530 -0.16448
C: -3.42981 -2.48543 1.05370
O: -1.76195 -2.17417 -0.59181
C: -2.92700 -0.17531 0.28326
O: -4.00214 0.34712 0.58451
O: -1.78507 0.42152 0.37668
H: -4.12117 -2.83525 -1.61000
H: -3.66429 -1.21040 -2.16076
H: -4.98268 -1.39577 -0.99100
H: -3.47742 -3.54635 0.79554
H: -4.40520 -2.14932 1.40433
H: -2.70032 -2.34560 1.85245
H: -1.42101 -1.50604 -1.20673
S: 2.17175 2.49190 -0.54007
Br: 1.64412 -5.13351 -2.45539
C: 0.94306 -3.78339 -3.59767
C: 1.10382 -3.91998 -4.96569
N: 0.60191 -3.04188 -5.82681
C: -0.05147 -1.99399 -5.32610
C: -0.22205 -1.75566 -3.96647
C: 0.28171 -2.69105 -3.06951
C: -0.90414 -0.44634 -3.53766
O: -1.56627 0.13638 -4.39513
O: -0.67960 -0.06288 -2.34726
H: 1.63232 -4.76979 -5.38368
H: -0.46714 -1.29012 -6.03625
H: 0.13328 -2.58468 -2.00340



[5]
# C37H33F5NO5S

A 3-piece molecular cluster, C37H33F5NO5S overall (wB97M-V/def2-TZVPD, the Open Molecules 2025 dataset).

## Properties
Max |F|   1.40 eV/Å
Total energy   -2757.9892 a.u.
Net charge   +1
Spin multiplicity   1
HOMO-LUMO gap   0.289 Ha
M   698.7 Da

Atoms and positions in Å:
C: -4.54597 0.13847 -2.50396
S: -2.75745 -0.06026 -2.24623
C: -2.41330 0.76080 -0.68416
C: -0.94936 1.20358 -0.60842
C: -0.72602 2.45566 -1.48119
C: 0.73737 2.62568 -1.82299
F: 0.98537 3.89838 -2.19788
F: 1.49906 2.35087 -0.73251
C: 1.20660 1.68994 -2.97822
F: 1.54775 0.47363 -2.48899
F: 2.26849 2.22322 -3.61620
F: 0.20538 1.52152 -3.87786
C: -2.51802 -1.85170 -2.07137
C: -1.92100 -2.33438 -0.75123
O: -1.48761 -3.67618 -0.96307
C: -2.93668 -2.32552 0.40016
N: -2.40572 -1.86710 1.69541
H: -4.84730 1.04535 -2.00083
H: -5.04425 -0.71200 -2.06051
H: -4.70018 0.18259 -3.57105
H: -3.04004 1.64800 -0.68842
H: -2.70155 0.17882 0.17977
H: -0.28272 0.39955 -0.89318
H: -0.78981 1.47201 0.42733
H: -1.08215 3.31542 -0.92662
H: -1.32694 2.37916 -2.37858
H: -1.83651 -2.11386 -2.87301
H: -3.46466 -2.34968 -2.25123
H: -1.01676 -1.79157 -0.49111
H: -1.86306 -4.03748 -1.76340
H: -3.74605 -1.64737 0.11716
H: -3.38206 -3.30722 0.49113
H: -1.43182 -1.60770 1.61250
H: -2.87947 -1.02111 1.97131
C: -1.55885 -3.94289 5.96773
C: -2.10364 -4.13302 4.70239
C: -3.47554 -4.14227 4.52955
C: -4.31381 -3.96961 5.62177
C: -3.76888 -3.80134 6.89634
C: -2.39011 -3.78040 7.06336
C: -4.64883 -3.65709 8.09163
O: -4.17628 -3.50265 9.19636
C: -6.12356 -3.71344 7.88550
C: -6.96290 -3.63378 8.98860
C: -8.33562 -3.67145 8.81618
C: -8.87730 -3.78103 7.53989
C: -8.04600 -3.86448 6.43666
C: -6.66738 -3.83891 6.60425
C: -5.78867 -3.95939 5.40901
O: -6.25576 -4.04591 4.29090
H: -0.48525 -3.92688 6.09933
H: -1.45563 -4.27152 3.84743
H: -3.90345 -4.28407 3.54766
H: -1.97636 -3.63873 8.05170
H: -6.53594 -3.54533 9.97740
H: -8.98752 -3.61446 9.67719
H: -9.95052 -3.80501 7.40817
H: -8.46032 -3.95466 5.44271
C: 11.15425 3.28632 -6.08072
C: 10.47344 3.01210 -7.26218
C: 9.09643 3.13853 -7.31674
C: 8.39168 3.53137 -6.18638
C: 9.07404 3.78866 -4.99436
C: 10.45710 3.67287 -4.94943
C: 8.33849 4.17225 -3.75741
O: 8.92651 4.40128 -2.72262
C: 6.85120 4.25983 -3.82525
C: 6.13845 4.56668 -2.67329
C: 4.75898 4.66422 -2.72078
C: 4.08486 4.46303 -3.92087
C: 4.78988 4.15376 -5.07030
C: 6.17343 4.04289 -5.02570
C: 6.91240 3.67857 -6.26903
O: 6.32084 3.50369 -7.31305
H: 12.23120 3.19429 -6.04345
H: 11.02034 2.70105 -8.14186
H: 8.56175 2.93277 -8.23304
H: 10.97939 3.88360 -4.02712
H: 6.66979 4.72616 -1.74569
H: 4.20494 4.89954 -1.82109
H: 3.01132 4.55286 -3.95744
H: 4.27389 3.99245 -6.00644